C4H5NO | wB97M-V/def2-TZVPD

Last column: Mulliken charge in e.
Geometry (Å):
O 2.354 -0.681 -0.448  -0.225
C 1.757 0.209 -0.048  0.768
N -0.459 -1.554 -0.126  -0.366
C -1.641 -1.151 -0.352  -0.255
C -0.082 1.697 0.011  -0.656
C 1.201 1.365 0.444  -0.385
H -0.410 -2.575 -0.150  0.202
H -1.811 -0.072 -0.367  0.213
H -2.492 -1.818 -0.541  0.232
H -0.308 2.679 0.476  0.155
H 1.892 1.901 1.102  0.315

## Properties
HOMO level: -0.305 Ha
Energy above the lowest of the compared OMol25 structures with the same formula, charge and spin: 452.2 kJ/mol

C46H75Cl18F3IN5O5S2 | wB97M-V/def2-TZVPD

Last column: Mulliken charge in e.
Geometry (Å):
C 0.809 0.187 -4.706  -0.942
C 1.274 -0.206 -3.419  -0.376
C 0.567 0.303 -2.177  0.421
C -0.697 1.031 -2.209  -0.946
C -1.349 1.508 -0.997  0.624
S -2.935 2.349 -1.205  1.304
O -3.262 2.325 -2.638  -0.754
O -2.916 3.732 -0.751  -0.658
C -4.364 1.417 -0.392  0.705
F -5.454 1.467 -1.233  -0.236
F -4.777 2.026 0.764  -0.139
F -4.083 0.104 -0.173  -0.150
C -0.677 1.274 0.302  -1.627
I -1.710 2.010 2.047  0.271
C 0.612 0.565 0.388  -1.595
C 1.195 0.077 -0.864  1.541
S 2.763 -0.842 -0.698  0.199
C 2.514 -1.676 0.918  2.618
C 3.078 -3.001 1.170  -0.623
C 3.945 -3.658 0.039  -1.506
C 5.442 -3.087 0.191  0.596
N 5.889 -2.364 -1.027  -0.424
N 6.400 -4.195 0.496  -0.804
N 5.565 -2.098 1.318  -0.572
C 2.807 -3.632 2.475  0.979
C 3.449 -5.047 2.719  -0.429
O 3.088 -5.649 3.950  -0.220
O 3.790 -5.072 4.990  -0.397
C 2.009 -2.922 3.461  -0.882
C 1.450 -1.583 3.227  -0.626
N 0.666 -0.990 4.263  -0.362
C -0.567 -1.754 4.560  -0.802
C -1.832 -1.267 3.703  0.630
C 1.722 -0.940 1.929  -1.357
N 1.185 0.418 1.712  1.615
C 2.389 1.330 1.752  -0.774
C 2.340 2.427 2.875  -0.403
C 3.708 3.255 2.754  -0.447
C 4.430 3.468 4.139  -1.101
C 3.759 4.637 4.957  -0.333
C 3.765 6.032 4.240  -0.424
C 2.832 7.069 5.023  -0.676
O 1.516 6.489 5.063  -0.320
C 1.192 6.210 6.439  -0.689
H -0.020 -0.328 -5.248  0.332
H 1.333 1.046 -5.206  0.211
H 2.173 -0.854 -3.271  0.322
H -1.193 1.226 -3.185  0.514
H 4.001 -4.755 0.247  0.294
H 3.570 -3.444 -0.987  -0.039
H 6.905 -2.487 -1.124  0.334
H 5.781 -1.353 -0.873  0.191
H 6.027 -4.689 1.316  0.358
H 7.298 -3.811 0.801  0.322
H 5.699 -2.603 2.204  0.253
H 6.475 -1.638 1.175  0.296
H 4.565 -4.894 2.710  0.109
H 3.155 -5.686 1.843  0.257
H 3.215 -5.107 5.778  0.328
H 1.834 -3.455 4.427  0.306
H 0.374 -0.053 3.974  0.382
H -0.487 -2.853 4.379  0.303
H -0.888 -1.640 5.637  0.341
H -2.537 -0.644 4.319  0.222
H -2.435 -2.134 3.317  -0.373
H -1.418 -0.713 2.825  -0.411
H 2.546 1.831 0.763  0.385
H 3.304 0.699 1.953  0.321
H 2.184 2.035 3.909  0.272
H 1.535 3.163 2.579  0.122
H 3.527 4.187 2.166  0.385
H 4.408 2.624 2.125  0.373
H 4.335 2.488 4.694  0.330
H 5.530 3.610 3.966  0.404
H 2.734 4.279 5.248  0.119
H 4.372 4.764 5.900  0.315
H 3.357 6.014 3.193  0.277
H 4.822 6.421 4.142  0.294
H 2.760 7.975 4.360  0.331
H 3.274 7.284 6.028  0.383
H 1.164 7.180 6.999  0.313
H 2.003 5.572 6.897  0.310
H 0.249 5.614 6.494  0.223
Cl -5.002 4.808 -5.554  -0.200
C -6.028 4.027 -4.325  0.048
C -7.186 3.278 -4.942  -0.374
Cl -8.381 4.374 -5.683  -0.216
H -6.370 4.796 -3.633  0.336
H -5.390 3.334 -3.775  -0.170
H -7.712 2.712 -4.172  0.264
H -6.849 2.579 -5.708  0.325
Cl 7.458 -0.520 -3.055  -0.234
C 5.927 -0.261 -3.920  -0.292
C 5.488 1.181 -3.879  -0.411
Cl 5.007 1.671 -2.232  -0.134
H 5.177 -0.919 -3.481  0.038
H 6.091 -0.572 -4.952  0.477
H 4.617 1.321 -4.520  0.250
H 6.272 1.854 -4.220  0.313
Cl -4.803 -2.816 -2.306  -0.110
C -6.057 -1.575 -2.561  0.007
C -7.445 -2.095 -2.262  -0.406
Cl -7.977 -3.313 -3.449  -0.194
H -5.975 -1.218 -3.587  0.373
H -5.823 -0.747 -1.894  -0.303
H -8.163 -1.275 -2.307  0.332
H -7.499 -2.543 -1.271  0.286
Cl -0.750 -3.005 0.475  0.285
C -1.230 -3.588 -1.140  -0.495
C -0.288 -4.642 -1.680  -0.146
Cl 1.315 -3.967 -2.065  -0.172
H -1.287 -2.725 -1.805  0.293
H -2.233 -4.007 -1.039  -0.017
H -0.690 -5.055 -2.606  0.439
H -0.150 -5.459 -0.975  -0.086
Cl -6.306 3.487 6.171  -0.199
C -5.762 3.107 4.517  -0.542
C -4.719 2.013 4.496  0.057
Cl -3.173 2.544 5.210  -0.178
H -5.389 4.025 4.065  0.331
H -6.643 2.787 3.960  0.334
H -4.509 1.724 3.466  -0.195
H -5.055 1.129 5.037  0.352
Cl -0.524 -7.758 0.383  -0.096
C -0.404 -9.329 -0.447  -0.517
C 0.451 -9.252 -1.692  -0.480
Cl -0.318 -8.286 -2.977  -0.180
H -1.413 -9.669 -0.675  0.314
H 0.039 -10.028 0.262  0.298
H 0.604 -10.252 -2.097  0.358
H 1.427 -8.816 -1.480  0.302
Cl 6.627 4.514 -4.436  -0.211
C 6.906 4.678 -2.683  -0.252
C 7.204 6.105 -2.283  -0.517
Cl 8.783 6.660 -2.895  -0.190
H 7.718 4.006 -2.405  0.349
H 5.998 4.337 -2.186  0.165
H 7.241 6.183 -1.196  0.329
H 6.440 6.790 -2.650  0.338
Cl -2.515 -5.709 2.445  -0.153
C -4.040 -5.438 1.565  -0.465
C -4.471 -3.989 1.600  0.081
Cl -4.970 -3.474 3.232  -0.191
H -4.798 -6.093 1.993  0.428
H -3.867 -5.747 0.533  0.254
H -5.332 -3.845 0.946  0.169
H -3.673 -3.326 1.265  -0.115
Cl -7.818 1.529 -9.155  -0.195
C -8.646 3.108 -9.169  -0.281
C -9.669 3.207 -10.278  -0.438
Cl -8.913 3.249 -11.891  -0.190
H -7.888 3.886 -9.252  0.329
H -9.137 3.214 -8.202  0.135
H -10.238 4.131 -10.171  0.306
H -10.367 2.371 -10.253  0.326

## Properties
HOMO level: -0.277 Ha

C3H11NO3 | wB97M-V/def2-TZVPD

Last column: Mulliken charge in e.
Geometry (Å):
C -1.945 1.593 -0.840  0.172
C -1.443 0.561 -0.153  -0.536
C -4.085 0.642 -1.083  -0.172
N -3.374 1.685 -1.137  -0.428
H -1.496 2.566 -0.919  0.378
H -1.950 -0.371 0.014  0.114
H -0.452 0.576 0.303  0.031
H -3.712 -0.392 -1.010  0.189
H -5.193 0.757 -1.141  0.251
H 3.550 1.528 0.901  0.330
H 3.072 1.708 -0.443  0.318
O 3.587 2.199 0.208  -0.633
H 1.629 -0.240 1.278  0.315
H 2.294 -1.442 0.600  0.337
O 2.306 -0.472 0.642  -0.644
H 1.857 -3.670 0.342  0.331
H 3.065 -3.883 1.304  0.320
O 2.290 -3.345 1.135  -0.671

## Properties
HOMO level: -0.349 Ha
Energy above the lowest of the compared OMol25 structures with the same formula, charge and spin: 277.5 kJ/mol

LUMO level (eV)
0.2 -1.6 0.3
Gap between HOMO and LUMO (eV)
8.53 5.91 9.77